1.
{"formula": "C3H5NO2", "method": "the ωB97M-V functional and the def2-TZVPD basis", "species": ["C", "C", "O", "N", "C", "O", "H", "H", "H", "H", "H"], "coordinates": [[0.971, -1.256, 0.157], [-0.247, -0.467, 0.563], [-1.300, -0.980, 0.854], [-0.191, 0.942, 0.367], [-0.988, 1.427, -0.650], [-0.950, 2.548, -1.095], [1.422, -0.782, -0.721], [0.632, -2.264, -0.091], [1.718, -1.315, 0.953], [0.568, 1.527, 0.696], [-1.635, 0.621, -1.034]], "atomic_forces_ev_per_a": [[0.04, -0.05, 0.04], [-0.38, -0.29, -0.05], [0.47, 0.19, -0.15], [-0.14, 0.13, -0.05], [-0.03, 0.27, -0.05], [0.03, -0.31, 0.26], [0.02, -0.14, 0.20], [0.17, 0.13, 0.12], [-0.07, 0.07, -0.05], [0.06, -0.24, -0.23], [-0.18, 0.24, -0.04]], "nbo_charge": [-0.72, 0.70, -0.52, -0.69, 0.54, -0.57, 0.23, 0.25, 0.24, 0.42, 0.12], "gap_ev": 11.0, "homo_ev": -10.3199, "smiles": "CC(=O)NC=O", "de_lowest_ev": 0.536, "total_energy_ha": -322.5546, "lumo_ha": 0.026, "largest_force_ev_per_a": 0.5}

***

2.
{"formula": "C18H39B2FN2O8", "method": "the ωB97M-V functional and the def2-TZVPD basis", "species": ["C", "C", "O", "B", "O", "C", "C", "C", "O", "F", "O", "B", "C", "O", "C", "C", "O", "O", "O", "C", "N", "H", "H", "H", "H", "H", "H", "H", "H", "H", "H", "H", "H", "H", "H", "H", "H", "H", "H", "H", "C", "C", "C", "N", "C", "C", "C", "C", "C", "C", "H", "H", "H", "H", "H", "H", "H", "H", "H", "H", "H", "H", "H", "H", "H", "H", "H", "H", "H", "H"], "coordinates": [[-0.916, -0.675, 0.643], [-0.146, -0.694, -0.699], [-1.014, -0.745, -1.813], [-1.257, -2.069, -2.196], [-1.923, -2.891, -1.299], [-0.775, -2.604, -3.615], [-1.631, -1.860, -4.689], [-2.376, -2.738, -5.622], [-2.043, -3.694, -6.106], [-3.617, -2.241, -5.932], [-0.655, -3.966, -3.707], [0.653, -4.419, -3.183], [0.497, -5.203, -1.752], [0.264, -6.627, -1.886], [-1.102, -6.902, -2.059], [1.619, -5.272, -4.216], [1.234, -5.112, -5.586], [2.317, -5.576, -6.356], [1.400, -3.124, -2.952], [0.752, -2.122, -3.625], [1.327, -2.020, -4.984], [-0.628, -1.502, 1.285], [-0.814, 0.296, 1.119], [-1.967, -0.811, 0.426], [0.427, 0.229, -0.746], [0.598, -1.490, -0.736], [-1.361, -3.101, -0.545], [-0.991, -1.189, -5.253], [-2.326, -1.213, -4.165], [-0.339, -4.823, -1.151], [1.413, -5.092, -1.167], [-1.637, -6.107, -2.574], [-1.554, -7.072, -1.075], [-1.198, -7.799, -2.661], [2.626, -4.880, -4.106], [1.678, -6.345, -3.994], [2.021, -6.412, -6.736], [0.922, -1.133, -3.202], [0.768, -2.556, -5.644], [1.283, -1.059, -5.312], [-2.283, 6.247, 4.029], [-1.265, 6.156, 5.169], [0.190, 5.858, 4.809], [0.559, 4.448, 4.377], [2.038, 4.500, 4.018], [2.531, 3.253, 3.310], [1.716, 2.999, 2.055], [0.269, 2.795, 2.459], [-0.279, 4.006, 3.196], [0.361, 3.520, 5.528], [-2.640, 5.278, 3.692], [-3.170, 6.780, 4.371], [-1.879, 6.787, 3.171], [-1.626, 5.468, 5.936], [-1.245, 7.139, 5.646], [0.811, 6.050, 5.685], [0.515, 6.523, 4.010], [2.169, 5.368, 3.372], [2.582, 4.668, 4.947], [3.585, 3.378, 3.060], [2.475, 2.385, 3.973], [2.092, 2.124, 1.525], [1.802, 3.846, 1.366], [0.176, 1.899, 3.079], [-0.347, 2.623, 1.576], [-1.258, 3.751, 3.589], [-0.347, 4.859, 2.523], [-0.690, 3.514, 5.801], [0.967, 3.870, 6.361], [0.666, 2.519, 5.240]], "atomic_forces_ev_per_a": [[-0.06, -0.23, -0.64], [-0.18, 0.52, 0.78], [0.41, -0.12, -0.28], [-0.63, -0.57, -0.04], [0.48, -0.04, 0.03], [0.92, 1.66, 0.71], [0.02, 0.14, 0.85], [-1.10, 4.31, 2.20], [1.84, -5.33, -2.84], [-0.66, 0.57, 0.13], [-0.69, -0.58, -0.65], [0.70, -0.07, 0.08], [0.15, -0.39, -0.25], [0.13, 0.26, -0.05], [0.18, -0.12, 0.09], [-0.56, -0.46, 0.04], [-0.63, 0.20, 0.64], [1.07, -0.07, -0.89], [-0.55, 0.40, 1.24], [0.27, -0.30, -1.69], [-0.57, 0.51, -0.17], [0.19, 0.13, 0.34], [0.14, -0.03, 0.38], [-0.26, -0.01, -0.06], [0.09, 0.21, -0.36], [0.00, -0.28, -0.02], [-0.30, -0.14, 0.16], [0.10, -0.06, -0.39], [-0.32, 0.18, -0.15], [0.07, 0.28, 0.09], [0.11, -0.08, 0.09], [0.02, 0.21, -0.05], [-0.29, -0.01, 0.02], [-0.03, -0.28, -0.02], [0.19, 0.21, 0.05], [-0.18, -0.07, -0.01], [-0.34, -0.07, 0.18], [-0.11, 0.05, 0.46], [0.34, -0.42, 0.00], [0.06, -0.02, 0.06], [-0.06, -0.05, 0.03], [-0.23, -0.15, -0.14], [-0.24, 0.09, 0.10], [0.15, 0.20, 0.08], [0.07, -0.15, -0.07], [0.06, -0.08, -0.07], [0.02, -0.20, -0.05], [0.17, -0.04, -0.05], [0.01, -0.29, -0.15], [0.01, -0.04, -0.14], [0.05, -0.03, -0.07], [0.08, 0.09, 0.02], [-0.02, 0.01, 0.00], [0.04, 0.03, 0.05], [0.21, -0.06, 0.09], [0.08, 0.01, -0.06], [0.00, -0.07, -0.06], [-0.05, 0.00, 0.01], [-0.09, 0.11, 0.03], [0.00, 0.16, 0.14], [0.04, 0.00, -0.01], [-0.03, 0.00, 0.02], [0.01, 0.01, 0.02], [0.00, -0.01, -0.04], [-0.15, 0.08, 0.10], [-0.09, 0.29, 0.02], [-0.04, 0.05, 0.06], [0.00, -0.01, 0.02], [-0.02, -0.03, 0.01], [-0.01, 0.00, 0.02]], "nbo_charge": [-0.65, -0.08, -0.76, 1.23, -0.94, -0.11, -0.55, 0.88, -0.48, -0.39, -0.70, 0.75, -0.33, -0.57, -0.25, -0.34, -0.29, -0.49, -0.72, 0.25, -0.84, 0.21, 0.17, 0.24, 0.16, 0.20, 0.49, 0.24, 0.22, 0.14, 0.17, 0.19, 0.14, 0.17, 0.18, 0.16, 0.44, 0.14, 0.37, 0.33, -0.61, -0.43, -0.20, -0.21, -0.20, -0.43, -0.41, -0.42, -0.21, -0.42, 0.21, 0.24, 0.21, 0.21, 0.24, 0.22, 0.22, 0.22, 0.23, 0.25, 0.21, 0.25, 0.21, 0.21, 0.26, 0.23, 0.22, 0.23, 0.23, 0.24], "gap_ev": 4.3, "homo_ev": -5.6570, "de_lowest_ev": 0.820, "total_energy_ha": -1570.1392, "lumo_ha": -0.048, "largest_force_ev_per_a": 6.3}

***

3.
{"formula": "C29H27N7O2S2SiTc", "method": "the ωB97M-V functional and the def2-TZVPD basis", "species": ["Tc", "S", "C", "C", "N", "C", "S", "C", "N", "C", "O", "C", "C", "C", "C", "C", "C", "N", "N", "C", "C", "C", "C", "O", "C", "N", "C", "C", "C", "C", "H", "H", "H", "H", "H", "H", "H", "H", "H", "H", "H", "H", "C", "C", "C", "C", "C", "C", "N", "N", "Si", "C", "C", "C", "H", "H", "H", "H", "H", "H", "H", "H", "H", "H", "H", "H", "H", "H", "H"], "coordinates": [[1.467, 0.323, -0.661], [-0.127, 1.931, -0.368], [0.402, 3.256, -1.345], [-0.406, 4.439, -1.335], [-1.050, 5.390, -1.314], [1.536, 3.177, -2.083], [2.511, 1.740, -2.064], [2.002, 4.263, -2.889], [2.404, 5.118, -3.544], [4.020, -5.014, 3.727], [4.804, -5.729, 2.791], [4.295, -5.897, 1.546], [3.027, -5.477, 1.147], [2.614, -5.673, -0.167], [3.459, -6.293, -1.075], [4.695, -6.774, -0.648], [5.122, -6.560, 0.642], [3.160, -6.583, -2.443], [2.619, -5.793, -3.211], [2.110, -4.512, -2.810], [0.834, -4.209, -3.203], [0.212, -2.994, -2.862], [0.905, -2.055, -2.139], [0.395, -0.885, -1.764], [2.246, -2.334, -1.775], [2.863, -1.340, -1.077], [4.114, -1.507, -0.718], [4.845, -2.661, -1.056], [4.240, -3.668, -1.753], [2.881, -3.540, -2.117], [4.618, -4.939, 4.631], [3.090, -5.541, 3.954], [3.790, -4.013, 3.358], [2.353, -5.000, 1.843], [1.628, -5.344, -0.470], [5.316, -7.312, -1.353], [6.088, -6.911, 0.981], [0.286, -4.946, -3.777], [-0.802, -2.783, -3.173], [4.569, -0.705, -0.152], [5.883, -2.728, -0.761], [4.792, -4.556, -2.034], [-1.298, -2.028, 0.647], [-0.316, -1.436, 1.609], [-0.418, -1.593, 2.981], [0.534, -0.991, 3.801], [1.577, -0.261, 3.270], [1.638, -0.151, 1.875], [0.705, -0.740, 1.103], [2.492, 0.549, 1.069], [3.789, 1.569, 1.698], [4.935, 0.505, 2.735], [4.808, 2.288, 0.315], [3.023, 2.951, 2.692], [-0.862, -2.904, 0.160], [-1.536, -1.313, -0.139], [-2.208, -2.332, 1.158], [-1.238, -2.159, 3.400], [0.451, -1.088, 4.877], [2.295, 0.231, 3.906], [5.536, -0.139, 2.088], [4.429, -0.139, 3.453], [5.629, 1.143, 3.288], [5.043, 1.575, -0.475], [5.754, 2.637, 0.740], [4.318, 3.142, -0.154], [2.479, 2.595, 3.568], [2.316, 3.502, 2.067], [3.786, 3.654, 3.035]], "atomic_forces_ev_per_a": [[-0.16, 0.08, -0.07], [0.01, -0.07, 0.03], [-0.03, 0.00, 0.00], [0.06, 0.04, -0.02], [-0.03, -0.02, 0.01], [0.01, 0.02, -0.03], [0.02, -0.16, 0.04], [-0.01, -0.01, -0.01], [0.00, 0.00, 0.01], [-0.03, -0.02, 0.06], [-0.03, 0.01, -0.02], [-0.07, 0.03, 0.00], [0.00, -0.02, -0.02], [-0.01, -0.17, 0.22], [-0.29, -0.30, 0.26], [-0.01, -0.08, 0.04], [0.07, 0.02, 0.01], [0.74, -0.32, 0.12], [-0.85, 0.20, -0.48], [0.35, 0.15, 0.08], [-0.04, -0.03, -0.01], [-0.07, 0.00, 0.01], [-0.09, 0.01, 0.01], [0.18, 0.02, -0.01], [0.13, -0.07, -0.03], [0.01, -0.02, 0.04], [0.00, 0.00, -0.01], [-0.02, -0.01, -0.04], [0.17, 0.21, -0.13], [-0.13, 0.27, -0.12], [0.00, 0.00, -0.02], [0.01, 0.01, -0.01], [-0.03, 0.07, 0.01], [0.00, 0.01, 0.00], [0.03, -0.02, 0.04], [-0.02, 0.01, -0.02], [0.00, 0.01, 0.01], [0.03, 0.00, -0.01], [0.00, -0.02, 0.01], [-0.01, 0.00, 0.01], [0.00, -0.02, 0.00], [0.02, 0.21, -0.01], [0.02, 0.00, -0.01], [0.01, 0.00, 0.02], [0.01, 0.01, 0.02], [0.01, -0.06, 0.01], [0.02, 0.00, -0.02], [-0.07, 0.03, 0.02], [0.01, -0.01, -0.07], [0.11, -0.01, 0.13], [-0.03, 0.00, -0.09], [0.03, -0.01, 0.00], [-0.02, 0.03, 0.00], [0.01, -0.02, 0.02], [-0.01, 0.01, -0.01], [-0.02, 0.01, 0.01], [0.01, -0.01, 0.00], [0.00, 0.00, 0.00], [-0.01, 0.00, 0.00], [0.01, 0.00, -0.01], [0.00, 0.00, 0.00], [-0.01, 0.01, 0.01], [0.00, -0.01, 0.00], [0.02, -0.02, 0.02], [-0.01, 0.02, 0.00], [0.00, -0.01, 0.00], [0.00, 0.00, 0.00], [0.00, 0.00, 0.00], [0.01, -0.01, 0.00]], "lowdin_spin": [0.90, -0.03, 0.01, 0.00, 0.01, 0.01, -0.03, 0.00, 0.01, 0.00, 0.00, 0.00, 0.00, 0.00, 0.00, 0.00, 0.00, 0.00, 0.00, 0.01, 0.00, 0.01, 0.00, 0.04, 0.00, 0.00, 0.01, 0.00, 0.00, 0.00, 0.00, 0.00, 0.00, 0.00, 0.00, 0.00, 0.00, 0.00, 0.00, 0.00, 0.00, 0.00, 0.00, 0.00, 0.00, 0.00, 0.00, 0.01, 0.00, 0.03, 0.00, 0.00, 0.00, 0.00, 0.00, 0.00, 0.00, 0.00, 0.00, 0.00, 0.00, 0.00, 0.00, 0.00, 0.00, 0.00, 0.00, 0.00, 0.00], "gap_ev": [6.6, 6.7], "spin_multiplicity": 2, "homo_ev": [-8.1695, -8.2010], "de_lowest_ev": 0.000, "total_energy_ha": -2821.8165, "lumo_ha": [-0.056, -0.056], "largest_force_ev_per_a": 1.0}